No. 1
C50H96F36N12O30S12 | ωB97M-V with the def2-TZVPD basis set

Each line ends with the Mulliken charge.
CARTESIAN COORDINATES (ANGSTROEM)
1 C -0.0211 -4.2791 -9.2362  -1.29
2 C 1.4663 -4.8320 -8.9890  0.18
3 C 2.4474 -3.8725 -8.2854  -0.73
4 O 1.9796 -3.5128 -6.9856  -0.36
5 C 2.9354 -3.1722 -6.0209  -0.77
6 N 1.3264 -6.1182 -8.1856  -0.33
7 H 2.0831 -6.7849 -8.2397  0.36
8 H 1.2966 -5.8823 -7.2040  0.35
9 H 0.4925 -6.6498 -8.3906  0.35
10 H -0.7975 -4.9723 -9.5600  0.42
11 H 0.0793 -3.4577 -9.9457  0.35
12 H -0.4621 -3.9129 -8.3091  0.36
13 H 1.8938 -5.1941 -9.9240  0.31
14 H 2.5201 -2.9098 -8.7915  0.37
15 H 3.4525 -4.2662 -8.1340  0.52
16 H 3.3879 -4.0570 -5.5733  0.32
17 H 2.4224 -2.7533 -5.1553  0.25
18 H 3.6885 -2.4812 -6.3994  0.34
19 C -4.6205 -3.8406 0.1406  -1.53
20 C -4.5122 -5.1499 0.8917  0.32
21 C -3.3056 -6.0752 0.3285  -0.75
22 O -3.0394 -7.2420 1.0648  -0.37
23 C -3.9248 -8.3247 0.7054  -0.71
24 N -4.0992 -4.8304 2.3159  -0.28
25 H -3.5816 -5.6109 2.6942  0.34
26 H -3.5304 -3.9991 2.3901  0.36
27 H -4.8954 -4.5446 2.8677  0.35
28 H -5.2682 -3.7394 -0.7302  0.36
29 H -3.6387 -3.4047 -0.0441  0.38
30 H -5.1083 -3.1177 0.7946  0.45
31 H -5.5087 -5.5911 0.8680  0.32
32 H -2.3981 -5.4748 0.3923  0.39
33 H -3.3151 -6.2835 -0.7414  0.48
34 H -4.9842 -8.0706 0.6722  0.28
35 H -3.8078 -9.2667 1.2412  0.29
36 H -3.7019 -8.6549 -0.3091  0.32
37 C -12.7341 1.2280 -2.7133  -1.43
38 C -12.9944 2.1118 -1.5362  0.07
39 C -11.6124 2.5210 -1.0950  -0.97
40 N -11.6404 3.6299 0.0857  0.13
41 C -10.1825 4.2468 0.3132  -0.61
42 C -10.2026 5.3277 1.4022  -0.60
43 C -11.1059 6.5002 0.9740  -0.64
44 C -12.5483 6.0103 0.7803  -0.71
45 C -12.6624 4.7898 -0.2457  -0.81
46 C -12.1218 2.8809 1.3334  -1.02
47 H -12.2401 1.7303 -3.5451  0.40
48 H -13.6519 0.7837 -3.0985  0.39
49 H -12.1911 0.3629 -2.3328  0.36
50 H -13.4258 1.7027 -0.6227  0.21
51 H -13.4187 3.0431 -1.9114  0.26
52 H -11.0850 3.0559 -1.8849  0.40
53 H -11.0653 1.6312 -0.7836  0.47
54 H -9.9120 4.7336 -0.6238  0.40
55 H -9.5476 3.4002 0.5747  0.48
56 H -9.1672 5.6536 1.5011  0.37
57 H -10.5868 5.0069 2.3705  0.29
58 H -10.6239 7.0218 0.1472  0.34
59 H -11.1733 7.2330 1.7781  0.35
60 H -13.0409 6.8738 0.3334  0.37
61 H -13.1057 5.7797 1.6882  0.35
62 H -12.3910 5.2478 -1.1969  0.47
63 H -13.6634 4.3749 -0.3639  0.51
64 H -13.1247 2.4593 1.2664  0.33
65 H -12.1789 3.5991 2.1514  0.41
66 H -11.4982 2.0182 1.5677  0.42
67 C 7.2345 10.1773 4.2924  -1.31
68 C 6.9162 8.7677 4.8579  -0.44
69 C 5.6823 8.7540 5.8179  -0.56
70 N 5.4665 7.5116 6.7790  0.15
71 C 3.8911 7.4988 7.1163  -0.67
72 C 3.5972 6.4580 8.1859  -0.73
73 C 4.3522 6.6995 9.4788  -0.65
74 C 5.8583 6.6267 9.1732  -0.68
75 C 6.2829 7.6485 8.0672  -0.54
76 C 5.8049 6.1445 6.0739  -1.00
77 H 7.7186 10.0826 3.3204  0.36
78 H 7.9630 10.7436 4.8727  0.36
79 H 6.3380 10.7793 4.1441  0.35
80 H 7.7522 8.4860 5.4981  0.28
81 H 6.6903 7.9977 4.1203  0.40
82 H 4.8018 8.7141 5.1765  0.42
83 H 5.7038 9.6248 6.4731  0.33
84 H 3.7387 8.5564 7.3315  0.44
85 H 3.4132 7.2797 6.1614  0.48
86 H 2.5116 6.4520 8.2841  0.41
87 H 3.7580 5.4332 7.8513  0.33
88 H 4.0408 7.6900 9.8103  0.29
89 H 4.0783 5.9901 10.2597  0.37
90 H 6.4400 6.8578 10.0655  0.41
91 H 6.1402 5.6054 8.9173  0.33
92 H 6.0378 8.6611 8.3877  0.40
93 H 7.3299 7.4530 7.8359  0.33
94 H 5.8258 5.3000 6.7628  0.37
95 H 6.7010 6.2613 5.4644  0.32
96 H 4.9660 5.9796 5.3979  0.42
97 C 3.8957 -16.4369 7.4442  -0.79
98 O 2.9074 -15.4407 7.2025  -0.34
99 C 2.1567 -15.7776 6.0830  -0.54
100 C 1.1060 -14.6599 5.9393  -0.71
101 N 1.7431 -13.3272 6.2674  -0.18
102 H 1.1463 -12.8499 6.9278  0.36
103 H 2.5274 -13.3933 6.9003  0.47
104 C 2.2033 -12.4893 5.1016  -0.59
105 C 2.9522 -11.2221 5.5537  -0.48
106 O 4.0089 -11.7756 6.3394  -0.35
107 C 5.2928 -10.9863 6.4455  -0.73
108 H 3.4367 -17.3869 7.7178  0.31
109 H 4.4941 -16.3061 8.3458  0.29
110 H 4.4974 -16.5799 6.5467  0.33
111 H 1.6218 -16.7153 6.2333  0.42
112 H 2.8103 -15.9322 5.2244  0.43
113 H 0.2934 -14.8465 6.6414  0.41
114 H 0.6353 -14.5497 4.9623  0.34
115 H 1.2608 -12.2982 4.5886  0.40
116 H 2.8284 -13.1728 4.5269  0.31
117 H 2.3906 -10.4964 6.1421  0.34
118 H 3.3460 -10.7559 4.6506  0.41
119 H 5.0693 -9.9244 6.5478  0.31
120 H 5.7839 -11.0859 5.4775  0.31
121 H 5.8458 -11.3241 7.3220  0.24
122 C -1.6267 9.9124 -3.9216  -0.78
123 O -0.2069 9.9157 -3.9005  -0.32
124 C 0.5037 10.5440 -4.9565  -0.51
125 C 1.7698 10.9528 -4.2647  -0.68
126 N 2.7963 9.8539 -4.0298  -0.09
127 H 2.4268 9.1488 -3.4082  0.38
128 H 3.0365 9.3725 -4.8846  0.37
129 C 4.1227 10.2965 -3.3838  -0.69
130 C 5.3030 9.2423 -3.5784  -0.62
131 O 5.0647 8.1664 -2.6902  -0.30
132 C 5.9009 7.0562 -2.6836  -0.69
133 H -2.0316 10.8511 -3.5436  0.29
134 H -1.9375 9.0823 -3.2872  0.25
135 H -2.0219 9.6873 -4.9122  0.35
136 H -0.0736 11.4421 -5.1764  0.38
137 H 0.5772 9.9126 -5.8420  0.40
138 H 1.5892 11.5306 -3.3583  0.32
139 H 2.3177 11.5877 -4.9610  0.47
140 H 3.9208 10.4032 -2.3180  0.37
141 H 4.4802 11.2029 -3.8723  0.42
142 H 6.2159 9.7266 -3.2318  0.38
143 H 5.4444 8.9216 -4.6105  0.47
144 H 5.7571 6.4772 -3.5959  0.28
145 H 5.7768 6.3788 -1.8387  0.25
146 H 6.9437 7.3733 -2.6823  0.30
147 C 3.3193 -1.9410 2.1092  0.64
148 F 4.2663 -2.2857 3.0427  -0.22
149 F 3.9080 -1.1307 1.2152  -0.20
150 F 2.9030 -3.0105 1.4079  -0.23
151 S 1.9064 -1.0155 3.1677  0.98
152 O 1.2838 -2.1212 3.9515  -0.70
153 O 2.5559 -0.0582 4.0638  -0.54
154 N 0.7738 -0.4944 2.0154  -0.45
155 S 1.2401 0.8965 1.7517  1.12
156 O 0.8645 1.7530 2.8118  -0.67
157 O 2.6077 1.0843 1.3549  -0.61
158 C 0.1421 1.4985 0.2364  0.55
159 F 0.3267 0.6974 -0.8074  -0.22
160 F -1.1961 1.6451 0.5793  -0.24
161 F 0.5358 2.6814 -0.1247  -0.22
162 C 6.7823 8.4985 -10.1017  0.67
163 F 7.3407 8.2189 -11.3158  -0.23
164 F 6.8853 7.3094 -9.4332  -0.24
165 F 7.3875 9.4419 -9.4161  -0.21
166 S 4.8850 8.9920 -10.2149  0.96
167 O 4.7070 10.4280 -9.9012  -0.68
168 O 4.5537 8.7173 -11.5852  -0.55
169 N 4.1549 8.0062 -9.0213  -0.35
170 S 3.4920 6.8940 -9.8242  1.00
171 O 2.1965 7.2720 -10.4409  -0.69
172 O 4.3497 6.1054 -10.7076  -0.63
173 C 2.9081 5.6638 -8.4236  0.57
174 F 2.7211 4.5349 -9.1171  -0.20
175 F 3.9580 5.5681 -7.6363  -0.23
176 F 1.8742 6.1895 -7.7877  -0.20
177 C 9.8788 -2.5356 9.7058  0.67
178 F 8.9241 -1.6669 9.6274  -0.20
179 F 10.1517 -2.8079 11.0359  -0.27
180 F 9.5581 -3.7055 9.1431  -0.20
181 S 11.4474 -1.7860 8.7813  0.96
182 O 11.2937 -2.2399 7.3638  -0.57
183 O 11.2088 -0.3768 8.8999  -0.65
184 N 12.8127 -2.4867 9.6831  -0.46
185 S 13.1467 -3.7690 8.8288  1.05
186 O 12.0563 -4.7568 8.6970  -0.63
187 O 13.9893 -3.6088 7.6224  -0.63
188 C 14.3553 -4.6849 10.0374  0.61
189 F 13.7788 -5.0207 11.2232  -0.24
190 F 14.8271 -5.7480 9.3854  -0.22
191 F 15.3659 -3.9394 10.3580  -0.24
192 C -10.5361 -3.4001 4.7690  0.61
193 F -9.8359 -4.4518 4.4578  -0.21
194 F -10.3781 -2.5438 3.6832  -0.25
195 F -11.8651 -3.6489 4.8757  -0.20
196 S -9.8518 -2.5928 6.3889  0.95
197 O -10.9420 -1.5960 6.5245  -0.59
198 O -9.7986 -3.6547 7.4580  -0.59
199 N -8.2810 -1.9244 5.8971  -0.39
200 S -8.2294 -0.6934 6.7990  1.02
201 O -8.9775 0.4747 6.3401  -0.63
202 O -8.3197 -0.9914 8.2324  -0.63
203 C -6.4173 -0.0930 6.4822  0.56
204 F -5.5876 -1.1224 6.9347  -0.25
205 F -6.2151 0.1982 5.1585  -0.21
206 F -6.1508 0.9496 7.2866  -0.20
207 C 6.4631 -11.6876 -9.4790  0.64
208 F 6.7878 -12.6622 -8.5741  -0.22
209 F 7.2292 -11.7946 -10.5588  -0.20
210 F 5.2044 -11.7590 -9.8181  -0.22
211 S 6.5780 -9.9321 -8.5851  0.95
212 O 8.0046 -9.6971 -8.3730  -0.57
213 O 6.0182 -8.9727 -9.5451  -0.65
214 N 5.4699 -10.1976 -7.2158  -0.43
215 S 6.3153 -9.8080 -6.0332  1.08
216 O 7.3118 -10.8106 -5.6022  -0.67
217 O 6.7689 -8.4808 -6.0308  -0.63
218 C 4.9984 -9.9371 -4.6751  0.58
219 F 5.6825 -9.7388 -3.5682  -0.22
220 F 4.0831 -8.9808 -4.7877  -0.23
221 F 4.3588 -11.1234 -4.6150  -0.24
222 C -11.8404 3.8978 -11.2542  0.63
223 F -10.9160 3.7976 -12.2114  -0.23
224 F -12.6511 4.8119 -11.6660  -0.19
225 F -12.3483 2.6572 -11.0869  -0.22
226 S -11.0110 4.4507 -9.5211  0.96
227 O -10.7379 5.8628 -9.7024  -0.57
228 O -12.0215 4.0843 -8.4998  -0.62
229 N -9.6183 3.3711 -9.4561  -0.39
230 S -8.6959 4.2296 -8.5722  0.99
231 O -7.9272 5.1827 -9.4211  -0.65
232 O -9.2262 4.8418 -7.3157  -0.64
233 C -7.4044 2.8318 -8.0892  0.60
234 F -6.7336 2.4764 -9.1867  -0.22
235 F -6.5535 3.3442 -7.2085  -0.22
236 F -8.0227 1.7585 -7.5809  -0.23

- orbital gap (eV) = 5.7
- HOMO energy (eV) = -7.51
- LUMO (hartree) = -0.06695

No. 2
C17H23F5NO2P2RuS | ωB97M-V with the def2-TZVPD basis set

Each line ends with the Mulliken charge.
CARTESIAN COORDINATES (ANGSTROEM)
1 Ru 0.1961 0.2038 -0.2419  -0.15
2 P -2.0425 0.2770 -0.6160  1.17
3 C -2.0015 0.6042 -2.4076  -1.15
4 C -0.7636 1.2378 -2.9207  0.97
5 N 0.3302 1.0928 -2.1428  0.03
6 C 1.5514 1.4531 -2.5765  0.50
7 C 1.6207 2.1731 -3.7471  -0.92
8 C 0.5192 2.4343 -4.5370  -0.52
9 C -0.7076 1.9358 -4.1280  -0.88
10 C 2.7427 1.0145 -1.7589  -1.16
11 P 2.3093 -0.3363 -0.6073  1.04
12 H -1.6477 2.1312 -4.6436  0.49
13 H 2.6189 2.4275 -4.0833  0.49
14 H 0.5838 2.9814 -5.4697  0.46
15 H 3.5444 0.6696 -2.4261  0.58
16 H 3.0859 1.8824 -1.1803  0.43
17 H -1.9025 -0.4183 -2.7370  -0.29
18 H -2.9139 0.9939 -2.8178  0.77
19 H -1.0981 -2.0758 -2.5923  0.39
20 O -1.2877 -1.7687 -3.4707  -0.67
21 H -2.1551 -2.0945 -3.7389  0.32
22 H -0.1613 -1.4705 0.1028  0.29
23 O -0.2700 -2.2769 -1.1953  -0.50
24 H -0.3509 -3.2387 -1.1133  0.10
25 C 2.5873 -1.8395 -1.5740  -1.29
26 H 3.5473 -1.7336 -2.0989  0.48
27 H 2.6318 -2.6652 -0.8472  0.39
28 H 1.7329 -1.9786 -2.2597  0.25
29 C 3.4651 -0.2955 0.7508  -1.30
30 H 3.3617 -1.2482 1.2800  0.35
31 H 4.4774 -0.2293 0.3395  0.50
32 H 3.2351 0.5451 1.4191  0.37
33 C -2.8015 1.6254 0.2268  -1.20
34 H -3.7680 1.8943 -0.2000  0.47
35 H -2.9348 1.2859 1.2529  0.27
36 H -2.1256 2.4808 0.2358  0.38
37 C -3.0816 -1.1832 -0.3322  -1.20
38 H -3.2656 -1.1757 0.7543  0.43
39 H -4.0251 -1.1263 -0.9057  0.42
40 H -2.4644 -2.0566 -0.5996  0.34
41 F -1.7336 -0.4340 6.6797  -0.21
42 C -1.2142 -0.0209 5.5110  0.45
43 C -1.5397 1.2423 5.0008  0.42
44 F -2.3730 2.0396 5.6972  -0.18
45 C -1.0056 1.6845 3.7990  0.04
46 F -1.3422 2.9051 3.3102  -0.25
47 C -0.1282 0.8773 3.0502  0.66
48 S 0.5628 1.4721 1.5527  -0.43
49 C 0.2193 -0.3675 3.5962  0.25
50 F 1.1153 -1.1405 2.9319  -0.18
51 C -0.3234 -0.8246 4.7922  0.14
52 F 0.0077 -2.0306 5.3014  -0.19

- ⟨S²⟩ = 8.79
- orbital gap (alpha / beta) (eV) = 6.2 / 3.2
- HOMO energy (alpha / beta) (eV) = -12.84 / -14.41
- spin multiplicity = 6
- energy above the lowest of the compared OMol25 structures with the same formula, charge and spin (kcal/mol) = 71.6
- charge = +2
- LUMO (alpha / beta) (hartree) = -0.24460 / -0.41191

No. 3
C23H42O11 | ωB97M-V with the def2-TZVPD basis set

Each line ends with the Mulliken charge.
CARTESIAN COORDINATES (ANGSTROEM)
1 C 4.0893 -4.8627 -2.3829  -1.37
2 C 3.1087 -4.5344 -1.2898  0.56
3 C 2.9944 -3.0851 -0.8114  -0.40
4 O 1.5957 -2.8674 -0.7228  -0.07
5 C 0.9425 -3.6579 -1.4811  0.52
6 O -0.2297 -3.5185 -1.7520  -0.60
7 O 1.7300 -4.7130 -1.7639  -0.41
8 H 4.0037 -4.0316 -3.1304  0.32
9 H 3.8831 -5.8027 -2.8652  0.36
10 H 5.1247 -4.8627 -2.0119  0.34
11 H 3.2162 -5.2331 -0.4129  0.26
12 H 3.4430 -2.3888 -1.5496  0.20
13 H 3.4425 -2.8940 0.1823  0.24
14 C 2.0873 1.8913 -1.6183  -1.64
15 C 1.4128 1.2269 -0.4213  0.89
16 C 2.3945 0.3914 0.4800  0.48
17 O 2.7834 1.3647 1.4522  -0.42
18 C 1.8736 2.4059 1.4978  0.56
19 O 1.9697 3.2659 2.2911  -0.55
20 O 0.9658 2.2246 0.5062  -0.24
21 H 2.5677 1.0952 -2.1646  0.38
22 H 2.9916 2.4599 -1.3956  0.43
23 H 1.3772 2.4505 -2.2473  0.24
24 H 0.5669 0.5914 -0.7954  -0.03
25 H 3.2027 -0.0770 -0.0214  0.38
26 H 1.7879 -0.4185 0.9327  -0.46
27 C -2.7571 2.2957 -2.8249  -1.17
28 C -2.5769 2.5091 -1.3698  0.59
29 C -3.2736 3.7969 -0.7344  -1.07
30 O -1.8803 1.7715 -0.6917  -0.46
31 H -2.4385 3.2657 -3.3569  0.28
32 H -3.7567 2.0437 -3.0911  0.43
33 H -2.2148 1.4364 -3.2157  0.27
34 H -3.6510 3.5424 0.2458  0.40
35 H -4.0886 4.0965 -1.3984  0.38
36 H -2.6384 4.7383 -0.7227  0.17
37 C 3.0501 -1.2818 3.9612  -1.34
38 C 2.8921 -2.5847 3.2386  1.09
39 C 1.8580 -3.4810 3.7851  -0.97
40 O 3.5252 -2.9133 2.2354  -0.69
41 H 3.0459 -1.4610 5.0198  0.50
42 H 2.1755 -0.6622 3.7290  0.18
43 H 3.9688 -0.8954 3.6426  0.39
44 H 1.0270 -3.5185 3.0993  0.08
45 H 1.4441 -3.0516 4.7233  0.30
46 H 2.2774 -4.4736 3.8943  0.44
47 C -1.7258 0.2757 2.5519  -1.35
48 C -0.8470 -0.8166 1.9039  0.84
49 C -1.1800 -1.0688 0.4078  1.33
50 O -0.0011 -1.3674 2.5594  -0.46
51 H -2.0104 -0.0020 3.6199  0.36
52 H -2.6631 0.4683 2.1012  0.38
53 H -1.2089 1.2752 2.5000  0.19
54 H -2.2356 -1.3825 0.3840  -0.02
55 H -0.5188 -1.8533 -0.0391  -0.46
56 H -1.2693 -0.0995 -0.0760  -0.69
57 C -0.1130 5.2879 -2.2619  -0.46
58 C -1.0073 6.3792 -2.6358  0.60
59 C -0.3761 7.8041 -2.5710  -1.21
60 O -2.1342 6.1412 -2.9815  -0.53
61 H 0.3704 5.3825 -1.2465  0.36
62 H 0.6782 5.2581 -3.0127  0.51
63 H -0.6789 4.4012 -2.2828  -0.26
64 H -0.5307 8.2803 -1.5437  0.27
65 H -0.7505 8.5451 -3.2798  0.36
66 H 0.7075 7.7680 -2.7041  0.33
67 C -3.8972 -3.4879 -0.2474  -0.91
68 C -4.6900 -2.8666 0.8748  0.91
69 C -4.2986 -3.1480 2.2810  -0.73
70 O -5.4730 -1.9503 0.6579  -0.58
71 H -2.8502 -3.4308 0.0620  0.17
72 H -4.1117 -2.9594 -1.1819  0.26
73 H -4.2460 -4.5270 -0.3137  0.43
74 H -4.8643 -2.8149 3.1364  0.34
75 H -3.2170 -2.8717 2.2212  -0.07
76 H -4.1707 -4.2134 2.4430  0.35

- orbital gap (eV) = 9.9
- HOMO energy (eV) = -9.39
- energy above the lowest of the compared OMol25 structures with the same formula, charge and spin (kcal/mol) = 0.0
- LUMO (hartree) = 0.01827

No. 4
C4H4N2 | ωB97M-V with the def2-TZVPD basis set

Each line ends with the Mulliken charge.
CARTESIAN COORDINATES (ANGSTROEM)
1 C 0.0569 0.8777 -0.0597  -0.23
2 C -1.1879 0.4030 -0.4803  -0.40
3 C 2.0857 -0.4058 0.8620  -0.23
4 C -1.0541 -1.0372 -0.2886  -0.12
5 N 0.7932 -0.2498 0.3735  0.54
6 N 0.0731 -1.3971 0.1260  -0.77
7 H 0.5294 1.9393 -0.1207  0.30
8 H -2.0433 0.8886 -0.9193  0.36
9 H 2.6555 0.6482 0.9026  0.14
10 H -1.9085 -1.6670 -0.3955  0.41

- orbital gap (eV) = 8.6
- HOMO energy (eV) = -9.10
- energy above the lowest of the compared OMol25 structures with the same formula, charge and spin (kcal/mol) = 93.0
- LUMO (hartree) = -0.01692

No. 5
C4H7IN2 | ωB97M-V with the def2-TZVPD basis set

Each line ends with the Mulliken charge.
CARTESIAN COORDINATES (ANGSTROEM)
1 C 0.0547 -2.9816 1.2159  -0.65
2 C 0.3043 -1.7208 1.6233  -0.31
3 C -0.3172 -0.5527 1.2117  0.45
4 C 0.8759 1.4064 -1.3575  -0.29
5 N -0.6319 0.5259 0.9323  -0.41
6 N -0.3658 1.7759 -2.0142  -0.57
7 I -1.9615 2.3336 -0.9935  0.29
8 H 0.4209 -3.8066 1.7289  0.29
9 H -0.4373 -3.1621 0.3132  0.29
10 H 0.8671 -1.6980 2.4689  0.33
11 H -2.1461 3.9171 -1.4514  0.10
12 H 0.6623 0.5078 -0.7972  -0.07
13 H 1.4984 1.1729 -2.1882  0.33
14 H 1.1761 2.2821 -0.6920  0.21

- orbital gap (eV) = 7.1
- HOMO energy (eV) = -7.23
- energy above the lowest of the compared OMol25 structures with the same formula, charge and spin (kcal/mol) = 140.8
- LUMO (hartree) = -0.00476

Number 1: strongest force on any atom 0.130 Eh/bohr. Number 2: strongest force on any atom 0.079 Eh/bohr. Number 3: strongest force on any atom 0.076 Eh/bohr. Number 4: strongest force on any atom 0.064 Eh/bohr. Number 5: strongest force on any atom 0.074 Eh/bohr.